Formula: C36H53N2O7SSi2Ti
Source: the Open Molecules 2025 dataset
Level of theory: ωB97M-V/def2-TZVPD

Summary:
- gap between HOMO and LUMO (eV) = 7.44
- energy relative to the best compared isomer or geometry (same formula, charge and spin) (kJ/mol) = 53.2
- charge = +1
- max |F| (eV/A) = 2.1
- E_LUMO (eV) = -2.1579

Cartesian coordinates (Å):
Ti 0.6647 0.0743 -0.0268
C -1.5797 0.8677 -4.9161
N -1.1698 0.0923 -3.7478
C -1.5003 -1.3437 -3.7564
C -0.4516 0.5949 -2.7815
O -0.0550 -0.1057 -1.8429
C -0.0340 2.0571 -2.7889
O 0.6169 2.3155 -1.5674
C 1.8080 3.0691 -1.6003
C 2.8143 2.3483 -0.7187
O 2.4765 1.2939 -0.1766
N 4.0175 2.8692 -0.5628
C 4.4025 4.1672 -1.1112
C 4.9955 2.2186 0.3150
H -0.8894 0.7073 -5.7457
H -1.6317 1.9304 -4.6963
H -2.5705 0.5380 -5.2231
H -1.1447 -1.7855 -4.6869
H -2.5820 -1.4656 -3.6919
H -1.0265 -1.8479 -2.9219
H -0.9036 2.7029 -2.8973
H 0.6306 2.2224 -3.6380
H 1.6203 4.0721 -1.2191
H 2.1998 3.1483 -2.6149
H 3.7480 4.4730 -1.9227
H 5.4143 4.0963 -1.5054
H 4.3863 4.9345 -0.3356
H 4.5966 1.2763 0.6721
H 5.2157 2.8691 1.1621
H 5.9128 2.0334 -0.2431
C 1.5620 -0.5303 4.2351
C 2.4766 0.1194 3.2022
C 3.7189 0.7060 3.8408
O 2.8221 -0.8097 2.1727
C 1.6798 1.1977 2.4697
O 1.8743 2.3767 2.6131
O 0.7050 0.7130 1.6841
H 2.0727 -1.3834 4.6902
H 0.6424 -0.8845 3.7705
H 1.3143 0.1810 5.0278
H 4.2156 -0.0531 4.4487
H 3.4555 1.5515 4.4777
H 4.4145 1.0563 3.0769
H 3.1226 -1.6324 2.5722
C 2.7048 -0.3249 -3.0575
Si 2.4686 -1.1971 -1.3977
C 4.2325 -1.4233 -0.7816
C 1.7545 -2.8965 -1.7967
C 2.2853 -3.6992 -2.8176
C 1.7709 -4.9614 -3.0806
C 0.7102 -5.4441 -2.3189
C 0.1769 -4.6601 -1.3049
C 0.6846 -3.3826 -1.0292
Si -0.0105 -2.3583 0.4035
C 0.4829 -3.3192 1.9353
C -1.8745 -2.4730 0.3204
H 3.4586 -0.8693 -3.6353
H 3.0770 0.7027 -2.9338
H 1.7867 -0.2973 -3.6584
H 4.5937 -2.4068 -1.1039
H 4.3136 -1.3640 0.3063
H 4.8936 -0.6632 -1.2164
H 3.1167 -3.3361 -3.4199
H 2.1963 -5.5708 -3.8702
H 0.3052 -6.4310 -2.5139
H -0.6512 -5.0534 -0.7178
H 0.1802 -4.3607 1.7756
H -0.0070 -2.9587 2.8469
H 1.5645 -3.3107 2.0953
H -2.1956 -3.5199 0.3351
H -2.2668 -1.9988 -0.5868
H -2.3342 -1.9589 1.1730
O -1.4647 0.7381 0.1811
S -1.9220 2.1978 0.1253
C -3.7495 2.1413 0.0474
C -4.2628 0.7382 -0.0656
C -4.2903 0.0966 -1.3014
C -4.7563 -1.2042 -1.4093
C -5.1931 -1.8798 -0.2755
C -5.1612 -1.2475 0.9608
C -4.6960 0.0577 1.0661
C -1.7107 2.8394 1.8116
C -2.5831 2.1504 2.8227
C -3.6969 2.7971 3.3552
C -4.5319 2.1441 4.2534
C -4.2611 0.8327 4.6228
C -3.1506 0.1825 4.0990
C -2.3134 0.8362 3.2067
H -4.0032 2.7360 -0.8301
H -4.1200 2.6355 0.9438
H -3.9524 0.6287 -2.1890
H -4.7903 -1.6943 -2.3759
H -5.5585 -2.8962 -0.3575
H -5.4989 -1.7708 1.8482
H -4.6631 0.5483 2.0361
H -1.9049 3.9128 1.7368
H -0.6467 2.6831 1.9950
H -3.9046 3.8267 3.0782
H -5.3905 2.6603 4.6658
H -4.9098 0.3226 5.3239
H -2.9347 -0.8390 4.3908
H -1.4544 0.3302 2.7919

Cartesian forces (eV/Å) of the 3 atoms listed first:
Ti 0.2 0.5 -0.3
C 0.0 -0.1 0.0
N -0.6 -0.4 -0.8

Löwdin population analysis, charges in e, atoms 1 to 99: 0.85, 0.00, -0.09, 0.04, -0.40, -0.16, -0.09, -0.17, -0.07, -0.39, -0.08, -0.10, -0.01, 0.01, 0.11, 0.09, 0.10, 0.11, 0.09, 0.09, 0.13, 0.15, 0.15, 0.14, 0.08, 0.10, 0.11, 0.07, 0.10, 0.10, 0.01, -0.52, 0.00, -0.04, -0.50, 0.12, -0.22, 0.10, 0.07, 0.11, 0.10, 0.10, 0.08, 0.10, -0.18, 0.60, -0.19, -0.31, -0.10, -0.09, -0.09, -0.10, -0.31, 0.58, -0.20, -0.20, 0.04, 0.03, 0.03, 0.04, 0.01, 0.03, 0.10, 0.10, 0.10, 0.10, 0.04, 0.02, 0.02, 0.04, 0.02, 0.03, -0.55, 1.05, -0.24, -0.27, -0.05, -0.09, -0.08, -0.06, -0.02, -0.24, -0.28, -0.06, -0.07, -0.08, -0.07, -0.04, 0.10, 0.08, 0.11, 0.10, 0.11, 0.11, 0.09, 0.11, 0.08, 0.12, 0.11

---

Formula: C5H10O2
Source: the Open Molecules 2025 dataset
Level of theory: ωB97M-V/def2-TZVPD

Summary:
- gap between HOMO and LUMO (eV) = 8.86
- energy relative to the best compared isomer or geometry (same formula, charge and spin) (kJ/mol) = 470.0
- max |F| (eV/A) = 2.0
- E_LUMO (eV) = -0.3739

Cartesian coordinates (Å):
O 2.5592 0.1238 -0.5904
C 1.7597 -0.7537 0.1379
C 0.4202 -0.9757 -0.5079
C -0.7600 -1.2199 0.2376
C -1.6494 0.5206 0.2291
C -0.5812 1.5329 0.0652
O 0.2167 1.3114 -0.9702
H 1.9479 0.8562 -0.8273
H 1.5929 -0.4322 1.1827
H 2.3028 -1.7118 0.1954
H 0.4323 -1.1696 -1.5771
H -0.6393 -1.3921 1.3099
H -1.5290 -1.8396 -0.2342
H -2.2714 0.6631 1.1279
H -2.2276 0.3771 -0.6863
H -0.1126 1.8564 1.0175
H -1.4613 2.2529 -0.1099

Cartesian forces (eV/Å) of the 3 atoms listed first:
O 0.0 0.1 0.0
C -0.2 -0.1 0.1
C -0.1 1.0 -0.1

Just the Löwdin charges please, in e? Sure, here they are: -0.07, -0.28, -0.05, -0.07, -0.03, -0.47, -0.16, 0.06, 0.13, 0.14, 0.13, 0.10, 0.09, 0.10, 0.10, 0.13, 0.15

---

Formula: C4H5NOS2
Source: the Open Molecules 2025 dataset
Level of theory: ωB97M-V/def2-TZVPD

Summary:
- gap between HOMO and LUMO (eV) = 8.02
- energy relative to the best compared isomer or geometry (same formula, charge and spin) (kJ/mol) = 457.6
- max |F| (eV/A) = 5.9
- structure (SMILES) = C=CC(=S)O/C=N/S
- E_LUMO (eV) = -0.9099

Cartesian coordinates (Å):
C 0.4246 -1.2135 -0.8211
C -0.0818 1.2694 -0.8471
C -0.2013 2.2772 0.2496
C -0.6240 1.5507 1.4527
H 0.6926 -4.3502 0.6295
H 0.7084 -1.1022 -1.8513
H -0.4910 3.4764 0.2463
H -1.1336 1.9449 2.4616
H -0.6377 0.3375 1.6467
N 0.5281 -2.1044 0.1222
O 0.0350 -0.0228 -0.2530
S 1.0667 -3.6510 -0.5769
S -0.2860 1.5881 -2.4591

Cartesian forces (eV/Å) of the 3 atoms listed first:
C 0.1 0.6 3.3
C -0.1 -0.4 -0.5
C -3.2 -1.5 4.7

Just the Löwdin charges please, in e? Sure, here they are: -0.32, -0.81, -0.14, 0.04, -0.10, 0.10, 0.16, 0.09, 0.13, -0.30, -0.19, 0.64, 0.70

---

Formula: C3H12NO
Source: the Open Molecules 2025 dataset
Level of theory: ωB97M-V/def2-TZVPD

Summary:
- gap between HOMO and LUMO (eV) = 11.67
- energy relative to the best compared isomer or geometry (same formula, charge and spin) (kJ/mol) = 151.2
- charge = +1
- max |F| (eV/A) = 2.9
- E_LUMO (eV) = -3.4715

Cartesian coordinates (Å):
C 1.8440 -1.4801 -1.1251
O 1.8550 -0.0661 -1.3046
H 2.8545 -1.8600 -1.3100
H 1.1605 -1.9866 -1.8106
H 1.5921 -1.7840 -0.1122
H 2.6833 0.3327 -1.0215
C -2.3663 0.5044 0.1977
C -1.1237 0.4990 1.0890
N 0.2502 0.9983 0.6108
H -2.9886 -0.1981 0.8119
H -2.0986 0.0669 -0.7928
H -3.0434 1.3408 0.0828
H -0.7925 -0.5530 1.1921
H -1.3542 0.8646 2.0961
H 0.0283 1.9254 0.2431
H 0.9548 0.9963 1.3429
H 0.5445 0.3995 -0.1896

Cartesian forces (eV/Å) of the 3 atoms listed first:
C 1.2 -0.7 -0.1
O -1.0 0.2 0.0
H -0.3 -0.1 -0.1

Just the Löwdin charges please, in e? Sure, here they are: -0.12, -0.14, 0.10, 0.10, 0.07, 0.10, -0.06, -0.20, 0.18, 0.11, 0.10, 0.08, 0.12, 0.13, 0.17, 0.17, 0.10

---

Formula: C9H11O3
Source: the Open Molecules 2025 dataset
Level of theory: ωB97M-V/def2-TZVPD

Summary:
- gap between HOMO and LUMO (eV) = 7.08
- energy relative to the best compared isomer or geometry (same formula, charge and spin) (kJ/mol) = 77.5
- charge = -1
- max |F| (eV/A) = 1.8
- E_LUMO (eV) = 3.5807

Cartesian coordinates (Å):
C 0.6077 -2.8350 2.7383
C 0.5449 0.7367 0.3287
C -0.6105 0.2727 1.0379
C 1.7346 0.0115 0.4965
C -0.4992 -0.8121 1.8800
C 1.7974 -1.1784 1.2347
C 0.7192 -1.4846 2.0583
O 0.4953 1.8124 -0.3983
H 0.5793 1.6680 -1.9668
H -1.5382 0.7510 0.7620
H 2.6247 0.3981 0.0142
H -1.3817 -1.0749 2.3923
H 2.4602 -2.0200 1.0546
H 1.5900 -3.2934 2.8609
H 0.0785 -3.5121 2.0682
H 0.1788 -2.9022 3.7389
C -1.8306 2.1745 -2.5089
C -0.7643 1.6066 -3.4408
O 0.3942 1.3126 -2.8939
O -1.0158 1.3590 -4.5958
H -2.2701 3.0202 -3.0262
H -1.4105 2.6283 -1.6128
H -2.4840 1.3612 -2.2222

Cartesian forces (eV/Å) of the 3 atoms listed first:
C 0.9 -0.5 -0.3
C -0.3 0.9 0.3
C 1.0 -0.3 -0.7

Just the Löwdin charges please, in e? Sure, here they are: -0.10, -0.46, -0.03, -0.05, -0.09, -0.08, -0.32, -0.17, 0.05, 0.09, 0.09, 0.08, 0.10, 0.05, 0.07, 0.06, 0.00, -0.62, 0.08, 0.04, 0.07, 0.06, 0.08

---

Formula: C3H7IS2
Source: the Open Molecules 2025 dataset
Level of theory: ωB97M-V/def2-TZVPD

Summary:
- gap between HOMO and LUMO (eV) = 8.72
- energy relative to the best compared isomer or geometry (same formula, charge and spin) (kJ/mol) = 42.5
- max |F| (eV/A) = 3.9
- E_LUMO (eV) = 0.0833

Cartesian coordinates (Å):
C 0.1775 1.6274 -0.2899
C -1.5554 -1.7150 0.9247
C 1.3544 0.8234 -0.9530
S 0.2788 -1.9490 0.5987
S 0.4306 -1.2012 -1.3679
I 3.0240 0.6581 0.2132
H 0.4417 2.6892 -0.2325
H -0.6800 1.3673 -0.8781
H -0.0120 1.4263 0.7948
H -1.9690 -2.5629 0.3772
H -1.5664 -0.6366 0.6673
H -1.5364 -1.7133 2.0538
H 1.6121 1.1863 -1.9083

Cartesian forces (eV/Å) of the 3 atoms listed first:
C 1.6 -0.5 0.7
C 3.0 1.0 1.3
C -3.2 -1.8 1.4

Just the Löwdin charges please, in e? Sure, here they are: -0.25, -0.42, -0.98, 0.31, 0.28, 0.83, 0.07, 0.04, 0.07, 0.02, 0.00, 0.04, -0.01

---

Question: Which of these has the lowest energy relative to the best compared isomer or geometry (same formula, charge and spin)?
Answer: C3H7IS2

---

Question: Among the records above, which one has the highest energy relative to the best compared isomer or geometry (same formula, charge and spin)?
Answer: C5H10O2

---

Question: The lowest E_LUMO belongs to which entry?
Answer: C3H12NO

---

Question: Which of these has the highest E_LUMO?
Answer: C9H11O3